# 1
This record from the OMol25 dataset describes an isolated ion of composition C5H11N4 and charge +1 at a distorted geometry. The level of theory is the ωB97M-V functional and the def2-TZVPD basis.

Summary:
* lowest unoccupied orbital energy: -2.5 eV
* SMILES: C[N+](C)(C)c1nc[nH]n1
* E_HOMO: -14.119 eV

Structure (ORCA input):
```
! RIJCOSX wB97M-V def2-TZVPD def2/J DEFGRID3
* xyz 1 1
C -2.14906 2.16446 0.88101
C -0.61541 0.86124 0.30708
C 0.23621 -1.20351 1.08654
C 1.49274 0.23940 -0.43950
C -0.50260 -1.06452 -1.26145
N -1.85021 0.88723 0.72678
N -0.09296 2.11789 0.12371
N -1.10514 2.91021 0.39452
N 0.15681 -0.31117 -0.04724
H -3.05044 2.56396 1.47638
H 0.83475 -0.97077 1.98710
H -0.71908 -1.51317 1.55355
H 0.67662 -2.21902 0.87591
H 2.22602 -0.50016 -0.49908
H 1.21564 0.82474 -1.38737
H 1.72939 1.00664 0.32284
H -1.29324 -1.79167 -0.86073
H -0.84551 -0.25794 -1.97726
H 0.30472 -1.70024 -1.45289
H -0.90470 3.95947 0.48005
*
```

***

# 2
This record from the OMol25 dataset describes an isolated ion of composition C5H11N6 and charge +1 at a distorted geometry. The level of theory is the ωB97M-V functional and the def2-TZVPD basis.

Summary:
* lowest unoccupied orbital energy (spin up / spin down): -2.5 / -5.9 eV
* E_HOMO (spin up / spin down): -8.185 / -12.895 eV

Structure (ORCA input):
```
! RIJCOSX wB97M-V def2-TZVPD def2/J DEFGRID3
* xyz 1 3
C -2.36292 -0.31645 0.51377
C -1.82443 0.86319 0.00959
C -0.20820 -0.67537 0.02564
C 0.61976 1.48376 -0.49235
C 2.57283 0.67082 0.42908
N -0.46811 0.60949 -0.32268
N -1.32122 -1.25199 0.63273
N 0.86445 -1.32102 -0.25190
N 1.52160 1.37312 0.62345
N -2.29995 2.11899 -0.13934
N 1.13595 -2.70932 -0.05529
H -3.40460 -0.74578 0.77697
H 1.25423 1.28366 -1.35995
H 0.09159 2.42341 -0.35162
H 1.61143 -1.06621 -0.65810
H 2.77394 0.40501 -0.60093
H 3.09336 0.19502 1.17836
H -1.61067 -2.22523 0.37918
H -3.06546 2.40810 0.38754
H -1.96512 2.63159 -0.96755
H 1.25635 -3.00325 0.92534
H 1.73518 -3.15153 -0.68194
*
```

***

# 3
This record from the OMol25 dataset describes C5H11N6O2 as an isolated structure at a distorted geometry. The level of theory is the ωB97M-V functional and the def2-TZVPD basis.

Summary:
* lowest unoccupied orbital energy: -3.7 eV
* E_HOMO: -13.195 eV

Structure (ORCA input):
```
! RIJCOSX wB97M-V def2-TZVPD def2/J DEFGRID3
* xyz 1 1
C 2.61084 0.76069 -0.60272
C -1.27550 1.71357 0.34361
C 0.12069 0.07000 -0.33051
C 0.66737 0.65199 0.94639
C -2.02906 0.48804 -1.65127
N 1.56649 0.76717 -1.46915
N 2.04345 0.70100 0.75200
N -0.24988 1.59693 1.24758
N -1.02286 0.73441 -0.60613
N 0.14923 -1.32117 -0.51652
N 0.49515 -0.59371 1.98771
O 3.80412 0.81929 -0.77854
O -2.13521 2.52000 0.39261
H -1.63435 -0.34546 -2.33734
H -3.01054 0.15538 -1.23998
H -2.11738 1.42294 -2.23407
H 1.71445 0.32742 -2.43411
H 2.66327 1.18853 1.42085
H -0.33346 2.25907 2.10340
H -0.42027 -1.04632 1.78561
H 0.09765 -1.59322 -1.51113
H 1.27436 -1.26385 1.99102
H 0.99547 -1.79713 -0.17478
H 0.40352 -0.10759 2.88948
*
```

***

# 4
This record from the OMol25 dataset describes a 2-piece molecular cluster, C5H11NO overall at a distorted geometry. The level of theory is the ωB97M-V functional and the def2-TZVPD basis.

Summary:
* lowest unoccupied orbital energy (spin up / spin down): 3.7 / 2.5 eV
* E_HOMO (spin up / spin down): -2.180 / -2.173 eV

Structure (ORCA input):
```
! RIJCOSX wB97M-V def2-TZVPD def2/J DEFGRID3
* xyz -1 2
O -2.69709 0.93795 -0.42049
C -2.30244 0.71767 -1.60661
C -1.58339 1.57238 -2.46422
C 2.02133 -1.34650 0.28553
C 2.02787 -0.49522 1.43752
C -0.40372 0.11788 0.90632
N 0.40320 -0.45291 2.03980
H -2.26459 -0.31945 -1.94620
H -1.29315 1.07275 -3.37479
H -1.55149 2.64803 -2.36042
H 2.50043 -2.33258 0.36571
H 2.11836 -0.99405 -0.74245
H 2.40051 -0.86232 2.39350
H 2.22963 0.60754 1.54069
H -1.28454 -0.48093 0.76825
H -0.76484 1.14010 1.03474
H 0.25704 -0.08989 0.04222
H 0.18690 -1.44044 2.10088
*
```